87
Properties=species:S:1:pos:R:3:forces:R:3:mulliken_charge:R:1 method="wB97M-V/def2-TZVPD" energy_ev=-101773.7127 e_above_lowest_ev=0.000 total_charge=0 orbital_gap_ev=9.860 smiles="COC[C@H](C)N.CCOC(=O)OC.CCOC(=O)OC.CCOC(=O)OC.CCOC(=O)OC.ClCCl.ClCCl"
C -0.14891 -0.33968 1.94876 0.111 -0.109 0.481 -0.980
C 0.15439 1.07270 1.43755 -0.749 -0.979 0.517 0.498
C 0.71319 0.98166 0.03814 0.270 1.190 -0.696 -1.032
O 1.72574 0.02514 -0.04770 0.446 -0.773 0.323 0.451
C 2.20968 -0.12629 -1.35997 -0.707 0.667 -0.614 -0.764
N -1.06620 1.89803 1.38594 -0.055 -0.025 -0.705 -0.539
H 0.75119 -0.93757 2.10344 0.042 0.129 -0.212 -0.048
H -0.82021 -0.86575 1.26373 0.006 0.015 -0.016 -0.010
H -0.61694 -0.30889 2.93768 -0.158 0.129 -0.119 0.479
H 0.88895 1.51439 2.12037 -0.037 0.148 -0.163 0.282
H 1.13409 1.96366 -0.25300 -0.117 -0.059 0.037 0.202
H -0.07026 0.78193 -0.71038 -0.162 -0.189 0.258 0.423
H 3.04067 -0.82254 -1.38127 0.141 0.019 0.183 0.159
H 2.48734 0.85460 -1.77776 0.380 -0.165 0.156 0.335
H 1.41132 -0.48123 -2.03145 0.134 -0.176 0.160 0.126
H -1.75223 1.61962 2.08139 0.416 0.025 0.343 0.305
H -1.55025 1.66585 0.51067 0.226 0.374 0.272 0.249
C -4.37762 4.90479 -2.69196 0.788 -0.100 -0.447 -1.269
C -3.77018 3.92308 -1.71304 -0.490 0.382 0.837 0.092
O -4.35428 2.62288 -1.96729 0.329 0.604 -0.056 -0.349
C -3.71132 1.51752 -1.62160 -0.030 0.202 -0.985 0.628
O -2.64544 1.41905 -1.07584 0.480 0.248 0.492 -0.515
O -4.41147 0.51013 -2.09110 -0.978 -0.397 0.080 -0.399
C -3.91527 -0.79069 -1.80271 1.117 -0.271 -0.046 0.201
H -3.88519 4.79882 -3.66368 -0.220 -0.163 -0.029 0.320
H -4.12628 5.91844 -2.37733 -0.307 0.017 0.173 0.371
H -5.44498 4.76217 -2.82800 -0.084 0.121 0.189 0.333
H -4.02423 4.20226 -0.68261 -0.141 -0.128 -0.120 0.277
H -2.68475 3.97909 -1.73628 0.052 -0.711 -0.319 0.112
H -3.49889 -0.82630 -0.79508 -0.299 -0.056 0.119 0.098
H -3.09997 -1.01104 -2.49772 -0.447 0.044 0.305 -0.219
H -4.70229 -1.51777 -1.94933 -0.340 0.153 0.081 0.336
C 0.22810 -3.11167 -1.11525 0.290 0.040 -0.504 -1.179
C -0.73694 -2.32548 -1.98068 -0.965 -0.064 0.999 0.471
O -0.14007 -2.05885 -3.24127 0.566 -0.348 -0.269 -0.410
C -0.92530 -1.58391 -4.20090 1.081 -0.232 0.027 0.854
O -2.06465 -1.27615 -4.06681 -1.351 0.285 -0.214 -0.668
O -0.22888 -1.49536 -5.32319 0.449 0.058 -0.119 -0.381
C -0.96077 -1.01413 -6.45453 -0.339 -0.390 -0.040 -0.685
H 0.14307 -4.17642 -1.32709 0.108 -0.025 0.025 0.435
H 0.04739 -2.95185 -0.05647 -0.196 0.047 0.018 0.239
H 1.24634 -2.79566 -1.34398 0.016 -0.024 0.122 0.144
H -1.06527 -1.39543 -1.50340 0.381 0.126 -0.134 -0.494
H -1.66131 -2.90511 -2.08373 0.098 0.054 -0.401 0.735
H -0.23636 -0.80324 -7.23060 0.134 0.121 0.057 0.241
H -1.55586 -0.14433 -6.19329 0.083 0.109 -0.020 0.311
H -1.62809 -1.80582 -6.79984 -0.039 0.092 -0.013 0.291
C -3.71334 -1.37678 2.71588 -0.297 0.708 0.648 -0.670
C -3.90472 -1.65566 4.19565 -0.792 -1.051 -0.668 -0.527
O -2.62173 -1.86740 4.78330 0.135 0.582 -0.261 -0.151
C -2.60048 -2.55978 5.91597 0.696 0.254 -0.453 0.686
O -3.54658 -2.98244 6.49215 -1.306 -0.529 0.780 -0.552
O -1.33714 -2.70976 6.28307 0.488 0.496 -0.241 -0.305
C -1.11872 -3.42973 7.48245 0.268 0.037 0.482 -0.692
H -3.31172 -2.22697 2.17383 0.168 0.015 -0.003 0.287
H -3.07936 -0.49246 2.63577 0.158 -0.173 -0.365 -0.071
H -4.69008 -1.10396 2.31014 0.049 -0.125 -0.137 0.464
H -4.49789 -2.56648 4.32130 0.111 0.020 0.062 0.377
H -4.50409 -0.87272 4.66374 0.543 0.230 0.292 0.299
H -0.15721 -3.11249 7.87953 0.147 -0.070 -0.291 0.232
H -1.09804 -4.48870 7.24335 -0.121 -0.141 0.280 0.289
H -1.85199 -3.17704 8.24486 -0.274 -0.243 -0.173 0.324
C 6.48194 -0.32868 -3.09030 -0.272 0.196 -0.575 -1.017
C 7.27103 0.36398 -2.02037 0.327 -0.708 0.583 -0.179
O 6.46783 1.27661 -1.27193 -0.013 0.693 -0.276 -0.393
C 5.75829 0.77330 -0.26844 -0.435 0.039 -0.147 0.849
O 5.79699 -0.36339 0.11508 0.087 -0.315 0.229 -0.565
O 4.96413 1.73756 0.20263 0.380 -0.095 0.328 -0.343
C 4.34692 1.49449 1.48276 -0.387 0.123 -0.093 -0.533
H 7.14037 -0.97611 -3.67026 -0.039 -0.132 0.085 0.376
H 6.06261 0.39872 -3.78983 -0.001 0.016 0.052 0.286
H 5.65643 -0.90882 -2.68201 0.090 -0.113 0.090 0.228
H 8.10005 0.92678 -2.43909 -0.101 0.279 0.030 0.325
H 7.68087 -0.36688 -1.31826 0.029 0.034 -0.098 0.279
H 4.80539 0.68553 2.04308 0.281 -0.017 -0.210 0.315
H 3.30196 1.23116 1.32262 0.053 0.029 -0.031 0.059
H 4.42451 2.43114 2.03007 -0.018 -0.017 0.000 0.284
C 2.60900 -2.98383 1.33124 0.435 -0.472 -0.505 0.976
Cl 2.35691 -4.64822 1.90619 -0.279 0.107 0.042 -0.200
Cl 3.69879 -2.10453 2.38463 -0.082 0.184 0.109 -0.152
H 3.07216 -3.09396 0.35714 0.167 0.157 0.024 0.201
H 1.67387 -2.46342 1.20022 -0.125 0.049 0.370 -0.830
C -0.04036 5.62339 0.72547 -0.037 -0.013 -0.443 0.243
Cl 1.42649 6.59746 0.84021 -0.088 0.045 0.102 -0.172
Cl -0.75613 5.70823 -0.90493 0.033 0.131 0.113 -0.179
H 0.21456 4.59474 0.88465 0.082 -0.418 0.171 -0.195
H -0.78229 5.95243 1.43694 0.009 0.195 0.083 0.290